38
Properties=species:S:1:pos:R:3:forces:R:3:mulliken_spin:R:1 method="wB97M-V/def2-TZVPD" largest_force_ev_per_a=1.9 mol_weight_g_mol=509.0 orbital_gap_ev="5.97 / 5.36" spin_multiplicity=2 e_homo_ev="-3.6 / -2.9" total_charge=-1 lumo_ha="0.0887 / 0.0887" energy_ha=-5414.2210
H 5.957713 -0.159526 -1.776965 -0.01 -0.03 0.01 0.000
Br -4.270957 5.558973 -0.012900 0.01 -0.01 0.01 0.000
O -2.455417 -4.100629 0.192398 -0.17 0.20 0.08 0.000
O 0.431744 3.016326 -0.789329 -0.08 -0.06 -0.08 0.000
O -1.650725 -2.229362 1.660724 0.30 -0.23 -0.02 -0.003
H -1.977576 0.366613 0.815247 -0.04 -0.13 0.00 -0.002
P -1.540331 -2.780905 0.140504 -0.81 -0.34 0.71 -0.002
H -5.210395 3.122118 1.351866 -0.01 -0.01 -0.02 0.000
C 3.780762 -1.632659 -1.853112 -0.07 -0.17 -0.05 0.001
O 0.604299 -3.029060 2.533975 -0.12 -0.04 -0.23 0.000
O -0.121086 -3.209685 -0.147671 0.35 0.18 -0.25 -0.008
H 0.682536 -3.366520 1.616951 0.07 0.03 0.20 0.000
O -0.004794 0.849009 -0.976788 -0.10 1.23 -0.29 -0.003
H -1.660142 4.323802 -0.741796 -0.02 0.00 -0.01 0.000
N 1.882728 -0.984531 -0.874982 1.81 -0.21 -0.51 -0.014
C 2.770319 -0.017233 -0.761254 -0.08 0.00 -0.04 0.025
C 2.507081 -2.009795 -1.550264 0.21 0.03 -0.02 0.004
C -3.501557 3.834004 0.268032 -0.02 0.10 -0.01 0.000
H -3.359254 -3.857661 0.442001 0.18 -0.13 -0.08 0.000
C -0.314085 2.053672 -0.643165 0.10 0.06 0.15 0.002
O -2.097289 -1.763451 -0.810943 0.18 0.30 0.13 0.013
H 2.578420 0.935014 -0.294049 0.03 0.02 -0.03 -0.002
C -1.689641 2.305670 -0.043299 -0.02 0.01 -0.14 -0.010
O -0.700453 -1.252212 3.806087 0.04 -0.07 0.07 0.001
H 1.999385 -2.940172 -1.742285 0.01 0.01 0.01 -0.001
H 4.976701 1.275291 -2.120134 -0.01 -0.02 -0.01 0.000
C -2.408400 1.339478 0.649587 0.14 0.11 -0.07 -0.004
P -0.293477 -1.702871 2.475265 -0.27 0.04 0.59 0.003
H -4.212937 0.879748 1.708026 0.04 -0.01 0.01 0.000
V 0.000364 -0.984781 -0.371846 -1.10 -0.72 -0.15 0.990
C -2.239990 3.572565 -0.224982 0.02 -0.06 0.03 -0.001
N 3.942504 -0.372393 -1.335144 -0.09 0.02 0.06 0.001
H 4.570330 -2.146879 -2.373283 0.02 0.04 0.03 0.000
O 0.409544 -0.713794 1.539426 -0.46 -0.27 -0.12 0.006
H 5.381060 0.856995 -0.448830 -0.01 -0.03 0.01 0.000
C -4.230067 2.884108 0.962838 0.02 -0.03 0.01 0.001
C 5.127755 0.448206 -1.425957 0.04 0.18 0.01 0.000
C -3.664672 1.632526 1.156051 -0.08 0.00 0.05 0.005

---

10
Properties=species:S:1:pos:R:3:forces:R:3:nbo_charge:R:1 method="wB97M-V/def2-TZVPD" largest_force_ev_per_a=0.7 mol_weight_g_mol=84.1 orbital_gap_ev=10.48 e_homo_ev=-10.2 smiles="O=CC#CCO" lumo_ha=0.0085 energy_ha=-305.1870
C -1.347461 0.207460 0.194752 0.16 0.18 -0.18 -0.150
C 2.430638 -0.055638 -0.505836 0.17 0.31 0.04 0.365
O 2.626454 1.138066 -0.550599 0.18 -0.48 -0.13 -0.489
C 1.064692 -0.547436 -0.547554 -0.58 0.31 0.27 -0.151
H -1.960931 0.437956 -0.684976 0.03 -0.13 0.15 0.206
C -0.095102 -0.417821 -0.228828 0.57 0.03 -0.16 0.090
O -2.035174 -0.505196 1.191948 -0.39 -0.16 -0.02 -0.698
H 3.254324 -0.771064 -0.370118 -0.05 -0.03 -0.07 0.138
H -0.995314 1.167064 0.598601 -0.26 -0.01 0.03 0.211
H -2.942124 -0.653387 0.902611 0.17 -0.02 0.08 0.478

---

68
Properties=species:S:1:pos:R:3:forces:R:3:nbo_charge:R:1 method="wB97M-V/def2-TZVPD" largest_force_ev_per_a=0.6 mol_weight_g_mol=409.6 orbital_gap_ev=9.74 e_homo_ev=-9.1 smiles="CCOC(=O)N1CCC(NC(=O)[C@H](NC(=O)[C@H]2CC[C@@H](C)CC2)[C@@H](C)CC)CC1" lumo_ha=0.0238 energy_ha=-1327.0293
H -1.873415 -0.294813 -1.726101 -0.04 0.16 0.04 0.229
C 3.771556 1.808633 -3.603474 -0.01 -0.11 -0.12 -0.217
H -2.218190 1.864177 -3.763190 0.09 -0.03 -0.01 0.193
C -1.386342 -2.319578 2.299315 -0.22 0.21 0.28 -0.402
H -0.490178 -2.687947 1.795661 0.05 -0.07 -0.04 0.202
O -3.386502 0.766388 0.825449 -0.46 0.18 0.17 -0.643
H -2.842081 0.216650 -3.775740 0.10 -0.02 -0.01 0.201
H -4.495277 2.756505 -4.145202 -0.09 0.11 -0.02 0.203
C 1.337617 2.344646 -3.188052 0.09 0.27 -0.01 -0.398
H 1.186100 2.927811 -1.107638 -0.04 -0.03 -0.05 0.213
O 0.559662 -0.195463 -1.194140 0.21 -0.39 -0.11 -0.669
H 4.216442 1.753753 -5.723704 0.02 0.03 -0.12 0.205
O 1.873095 -2.163469 5.284224 0.43 0.02 0.12 -0.667
H -1.247098 -3.794383 3.884802 -0.12 0.14 0.03 0.238
H 2.695034 0.795852 -0.469605 0.04 0.10 0.04 0.232
N -0.917979 1.489055 -1.367788 -0.42 0.15 -0.04 -0.616
H 0.664164 -0.270472 4.868042 -0.20 0.00 -0.01 0.247
H 1.091597 1.439496 -3.746472 -0.08 -0.05 -0.05 0.206
H 2.811437 0.022886 -2.834124 0.00 -0.10 -0.04 0.208
H -4.121499 1.541321 -5.362276 -0.06 0.02 -0.10 0.212
C 1.789305 -5.026171 6.714319 -0.12 0.17 -0.38 -0.635
H 0.546070 3.073179 -3.376980 -0.06 -0.09 -0.05 0.209
C -3.575859 2.733497 -1.500906 -0.07 -0.26 0.10 -0.630
H 3.422152 2.331591 -0.952957 0.01 0.04 0.04 0.202
H 4.654839 0.283376 -4.853105 0.06 -0.13 -0.05 0.210
C -0.228476 -0.633878 4.356998 0.37 0.27 -0.03 -0.221
C 2.676568 2.886820 -3.674295 -0.05 -0.06 -0.01 -0.392
H 2.604517 -5.660113 7.051287 0.09 -0.08 0.07 0.214
H 1.857195 -4.065287 7.218143 0.03 0.04 0.07 0.225
H -2.849113 3.440904 -1.899002 0.07 0.15 -0.11 0.181
H 2.578584 3.243282 -4.701258 0.04 0.09 0.00 0.210
H -0.652723 -0.666724 0.207185 -0.13 0.09 -0.07 0.432
C -3.302921 1.307899 -1.981931 0.33 -0.04 -0.03 -0.217
H 0.842347 -5.495363 6.971057 -0.06 -0.08 0.05 0.207
H -1.063213 2.482859 -1.433582 0.17 0.01 -0.02 0.405
H -5.174903 1.133783 -4.007489 -0.15 -0.04 0.00 0.203
H 4.398551 0.340409 -2.146627 -0.01 -0.10 -0.04 0.214
H 2.962975 0.617604 -5.218988 -0.14 -0.09 -0.06 0.199
C 3.909597 1.071545 -4.933529 0.11 0.20 0.22 -0.600
C -4.293863 1.700217 -4.300218 0.25 -0.04 0.05 -0.604
C -0.247451 -0.174341 2.899021 -0.35 -0.07 0.20 -0.404
H -1.119055 -0.261924 4.875500 0.04 0.02 0.01 0.188
C -3.080028 1.246407 -3.498086 -0.24 -0.04 0.14 -0.390
H -3.558854 2.765688 -0.415534 -0.03 0.09 0.07 0.245
C 0.331733 0.989852 -1.379631 0.13 0.60 0.06 0.714
H 2.952023 3.743064 -3.055230 0.00 0.09 -0.02 0.200
C -1.443534 -0.794992 2.169875 0.09 -0.03 0.02 -0.067
H -2.259355 -2.767529 1.823742 -0.02 -0.01 -0.06 0.217
C 1.407057 2.021850 -1.682334 0.13 -0.24 0.05 -0.302
H -4.174927 0.697243 -1.727744 0.05 0.00 0.00 0.223
H -2.260419 -2.384474 4.272407 0.00 -0.07 -0.02 0.189
C 0.897581 -2.720561 4.836202 -0.13 -0.13 0.08 0.896
C 2.798863 1.503086 -1.293893 -0.06 -0.20 0.04 -0.402
C -2.110143 0.668870 -1.254653 -0.37 -0.19 0.06 -0.127
C -1.340262 -2.715144 3.776308 -0.06 -0.34 -0.29 -0.217
H -0.307357 0.913832 2.856357 0.01 0.04 -0.05 0.216
O 0.790297 -4.065295 4.706588 -0.25 0.19 -0.10 -0.531
H -4.561337 3.052302 -1.827508 -0.06 0.13 -0.05 0.222
N -1.453100 -0.405730 0.777735 0.29 -0.32 0.26 -0.630
H -2.378157 -0.418681 2.601454 0.13 -0.07 0.00 0.226
H 4.724965 2.303991 -3.389755 -0.04 -0.02 0.02 0.197
N -0.221208 -2.077882 4.430359 -0.14 -0.05 0.02 -0.452
H 1.834703 -5.777164 4.678419 0.03 0.13 0.03 0.184
C -2.406644 0.365302 0.231727 0.31 -0.13 -0.50 0.684
H 0.675083 -0.489035 2.406371 0.09 0.01 -0.02 0.204
C 3.471459 0.813134 -2.474293 0.12 0.23 0.13 -0.404
H 2.820800 -4.308586 4.959485 -0.15 -0.15 -0.03 0.200
C 1.887495 -4.823761 5.209002 0.46 -0.13 0.26 -0.067

---

13
Properties=species:S:1:pos:R:3:forces:R:3:nbo_charge:R:1 method="wB97M-V/def2-TZVPD" largest_force_ev_per_a=3.7 mol_weight_g_mol=209.0 orbital_gap_ev="7.93 / 7.93" e_homo_ev="-13.4 / -13.4" total_charge=+1 lumo_ha="-0.2029 / -0.2029" energy_ha=-562.8252
C -0.669934 1.456383 0.184094 0.09 0.04 0.03 0.100
H 0.171678 2.110416 0.353069 0.14 -0.03 -0.08 0.233
H 1.247093 -0.749733 0.487869 -0.17 0.01 -0.05 0.249
C 0.889122 -0.231521 -0.404176 1.42 -0.43 -0.18 -0.435
H 0.909695 -0.924853 -1.243813 -0.05 0.20 0.13 0.272
H -1.667954 1.830508 0.365141 -0.11 -0.18 -0.11 0.240
N -0.855426 -2.271744 -1.080984 -0.86 2.17 0.32 -0.157
N -0.462276 0.251580 -0.201439 -0.10 1.09 0.46 -0.293
I -3.187883 0.062710 -1.544279 0.50 -0.15 0.45 0.326
H -1.861965 -2.602187 0.811819 -0.02 -0.40 0.23 0.240
C -1.462702 -2.066440 -0.031542 -0.23 0.76 0.60 0.009
H 1.555013 0.603631 -0.612566 -0.16 0.06 0.10 0.245
C -1.537897 -0.622990 -0.427222 -0.44 -3.13 -1.91 -0.028

---

79
Properties=species:S:1:pos:R:3:forces:R:3:mulliken_spin:R:1 method="wB97M-V/def2-TZVPD" largest_force_ev_per_a=5.3 mol_weight_g_mol=640.8 orbital_gap_ev="7.01 / 5.39" spin_multiplicity=4 e_homo_ev="-14.0 / -14.0" total_charge=+2 lumo_ha="-0.2574 / -0.3166" energy_ha=-1930.1008
H -4.451677 -1.136286 -1.418517 -0.30 0.17 -0.10 -0.001
H -2.472641 -1.228523 0.765769 -0.13 -0.59 -0.22 -0.013
C 3.845867 0.015019 -3.147094 -0.44 -0.30 0.23 -0.011
O 0.634242 -2.916062 5.033298 -0.37 -0.13 -0.55 0.819
C -0.244533 1.835013 3.509681 0.40 0.85 0.87 0.002
H -4.827063 2.439984 -2.049658 0.28 -0.21 -0.06 -0.001
H 0.030199 -3.280300 2.373742 0.22 0.84 -0.68 -0.003
C 1.216134 -1.813979 5.124310 1.73 3.93 -1.54 -0.065
O 1.276492 -0.942723 4.139840 -0.62 -4.04 3.36 0.168
H -2.240083 1.390008 -3.878103 -0.19 0.02 -0.08 0.002
H 0.727756 -1.595073 2.496386 -0.62 -0.78 -0.69 0.021
H 4.731499 0.581274 -3.480521 -0.50 -0.10 0.21 0.000
C 1.285432 -2.409803 -0.348965 0.77 -0.89 0.63 -0.092
H -5.384508 0.389490 -1.683104 0.33 -0.28 0.07 0.001
H 2.716998 -2.897427 -2.683651 -0.20 0.18 -0.28 -0.001
H -0.288882 2.927046 3.727114 -0.15 -0.63 -0.42 0.001
C 0.848426 -2.758179 -1.675094 -0.17 0.50 -0.07 0.128
H -3.202226 -2.269472 -0.498224 0.56 -0.10 0.49 0.003
C -1.644260 -2.588158 -2.698553 -0.55 -0.21 -1.60 0.006
H 1.613659 -1.569681 -3.260639 0.27 -0.63 -0.01 -0.002
C -2.395644 -2.209027 0.252665 -0.19 0.35 -0.34 -0.008
H 1.174553 -1.320498 7.197125 -0.17 0.11 -0.02 -0.003
H -4.029605 1.266438 -3.810136 0.34 -0.34 -0.08 0.001
H -2.976167 -0.214298 -3.875149 -0.22 0.21 -0.19 -0.001
H 4.707852 2.490329 -1.722116 -0.49 -0.42 -0.11 -0.001
H 4.573125 1.232804 -0.461827 0.03 0.13 0.06 0.000
C -3.874665 2.466934 -1.512495 0.57 0.44 0.45 -0.001
H -0.231253 1.357369 4.519251 0.13 0.49 -0.63 0.000
H 4.169142 -0.866293 -2.575708 0.11 0.17 -0.26 0.001
H -4.661557 0.015333 -0.095289 0.00 0.01 -0.25 -0.001
C 1.912974 -1.459645 6.408895 -0.09 -0.78 0.78 0.040
H -2.526624 -3.010045 1.005918 0.05 0.35 -0.47 -0.003
H 1.944346 2.093079 3.361287 -0.69 -0.47 -0.55 0.001
H 2.110940 0.621006 1.130048 -0.62 0.16 0.10 -0.003
H -4.077657 2.708017 -0.459544 -0.08 -0.17 -0.39 -0.001
Re 0.265592 -0.787278 -1.260347 0.39 3.73 1.01 1.798
H 0.617715 1.366675 -0.705045 0.45 1.11 1.97 -0.053
C -0.311049 3.017211 0.488574 -0.99 0.26 0.10 -0.007
H -2.439737 -3.300914 -2.417748 0.19 0.29 -0.51 -0.004
C -1.016014 -2.307680 -0.357563 -0.64 -0.85 0.78 0.009
H 2.545618 -2.274543 6.773653 -0.05 -0.01 -0.23 0.000
H 1.753726 3.171832 -2.590880 0.07 -0.15 -0.18 0.002
H 1.717497 2.100877 -4.012724 0.08 0.16 0.03 0.000
H -0.269419 3.541240 -0.502326 0.26 0.12 1.12 -0.001
C 1.301165 1.331384 1.407049 0.64 -1.04 -1.01 0.066
C 1.141869 1.462621 2.883628 0.18 -0.18 0.88 0.018
H 1.264204 -3.249531 -3.702880 0.33 0.09 0.18 0.005
H -2.181757 2.265897 -0.305593 1.05 0.96 2.19 -0.016
C 0.587677 1.837086 0.393447 -0.55 -0.90 -1.15 0.051
C -2.145374 1.654524 1.736778 -0.23 -0.59 -0.32 0.002
C -0.587705 -2.670040 -1.670058 -0.86 0.57 -0.43 -0.168
H 3.490962 2.643803 -0.421848 0.19 -0.16 -0.08 0.001
H 3.282098 -1.539456 -0.260727 -0.17 -0.26 0.08 -0.006
H 3.215968 -3.268518 0.209543 -0.44 0.52 -0.21 0.008
H -1.785878 0.338177 3.277193 -0.31 0.34 0.11 0.001
H -2.055105 -1.550710 -2.681658 0.02 -0.94 0.06 -0.024
H -1.320256 -2.748838 -3.748403 -0.12 -0.21 0.71 -0.001
P 2.705494 0.986031 -2.048621 1.53 0.99 -1.55 0.033
C 2.328867 2.435012 -3.169269 -0.74 -0.34 0.28 0.006
P -2.967334 0.819281 -1.661780 -1.73 0.49 -0.92 0.062
H 2.540863 -2.046095 1.286065 0.25 0.09 -0.35 -0.007
C 4.008106 1.933758 -1.079627 -0.73 -0.55 0.84 0.002
C -1.486971 1.300919 2.854429 0.04 -0.77 -1.13 -0.003
H -2.967781 0.961787 1.386680 0.71 0.81 0.74 0.001
C -1.824400 2.701573 0.697358 -0.12 0.52 -1.37 0.007
H 2.511556 -0.559561 6.311246 -0.13 0.05 -0.40 0.017
H 3.234118 2.940498 -3.539533 -0.19 -0.47 0.21 0.000
H 1.344478 0.417287 3.267101 0.00 1.83 -0.77 -0.009
H -3.264212 3.286469 -1.909028 -0.10 -0.11 0.02 0.001
H 0.055189 3.619468 1.346508 -0.14 0.06 -0.83 0.004
H -1.032090 -1.852618 2.223329 1.21 -0.28 -0.19 0.004
C -4.522588 -0.072146 -1.181429 0.38 -0.54 0.16 0.003
C 2.660645 -2.304626 0.223972 0.59 -0.44 0.46 -0.053
C 0.122846 -2.251567 0.449066 0.03 -0.87 2.10 0.191
H 3.274492 -0.338567 -4.017129 0.32 0.10 0.13 0.001
C -3.083009 0.805568 -3.494836 0.21 -0.25 -0.03 0.004
C -0.006036 -2.234820 1.952922 -0.51 0.74 0.29 0.041
H -2.371106 3.702687 0.755198 0.55 -1.34 0.37 0.001
C 1.676495 -2.627822 -2.895604 0.05 -0.43 -0.82 0.031

---

12
Properties=species:S:1:pos:R:3:forces:R:3:mulliken_spin:R:1 method="wB97M-V/def2-TZVPD" largest_force_ev_per_a=7.8 mol_weight_g_mol=281.3 orbital_gap_ev="7.88 / 6.06" spin_multiplicity=5 e_homo_ev="-20.4 / -20.2" total_charge=+2 lumo_ha="-0.4603 / -0.5206" energy_ha=-446.2849
H -0.752252 -1.839315 0.175590 0.11 -0.05 0.54 0.000
H -0.795561 -1.265240 1.919530 0.16 -0.13 -0.36 0.001
C -1.161269 0.284227 0.400808 -0.74 -0.30 0.13 0.023
H 1.084553 0.056459 -2.174872 0.05 1.71 -1.01 0.464
H -1.997004 0.103950 -0.286181 0.03 0.10 0.37 0.010
C 1.180654 -0.012487 -0.158204 -3.67 4.21 5.37 0.077
O -0.104293 0.928996 -0.304357 2.90 -2.00 -1.24 0.175
O 2.152892 0.690281 -0.412873 1.27 -1.25 -1.13 0.168
C -0.534369 -1.028862 0.882824 -1.32 -0.39 -0.07 0.004
O 0.893311 -0.787644 0.847486 1.84 0.12 -2.87 -0.016
Ir 1.478295 1.943925 -2.135206 -0.65 -2.11 0.64 3.085
H -1.444958 0.925715 1.245451 0.02 0.10 -0.37 0.009

---

Energy above the lowest of the compared OMol25 structures with the same formula, charge and spin / kJ/mol: 21.4 242.7 31.1 380.5 559.0 332.4